# 1
{"formula": "C45H55AsN3NiPS", "method": "the ωB97M-V functional and the def2-TZVPD basis", "symbols": ["Ni", "C", "N", "C", "C", "N", "C", "S", "C", "C", "C", "C", "C", "N", "H", "H", "H", "H", "H", "H", "H", "H", "H", "C", "C", "C", "C", "C", "C", "As", "C", "C", "C", "C", "C", "C", "C", "C", "C", "C", "C", "C", "H", "H", "H", "H", "H", "H", "H", "H", "H", "H", "H", "H", "H", "C", "C", "C", "C", "C", "C", "P", "C", "C", "C", "C", "C", "C", "C", "C", "C", "C", "C", "C", "H", "H", "H", "H", "H", "H", "H", "H", "H", "H", "H", "H", "H", "H", "H", "H", "H", "H", "H", "H", "H", "H", "H", "H", "H", "H", "H", "H", "H", "H", "H", "H", "H"], "coordinates": [[0.20159, 0.67568, 0.60307], [0.45432, -4.06330, 2.58206], [-0.24233, -2.88180, 3.09200], [-0.76191, -2.74305, 4.36406], [-1.31980, -1.52942, 4.43774], [-1.13793, -0.91091, 3.19123], [-0.46996, -1.77593, 2.37566], [0.04536, -1.60171, 0.76818], [-1.76923, 0.31526, 2.82420], [-2.47926, 1.01648, 3.78956], [-3.22507, 2.11319, 3.40166], [-3.26329, 2.46902, 2.06478], [-2.47465, 1.75773, 1.19122], [-1.69964, 0.71960, 1.55156], [0.37806, -4.84769, 3.32879], [1.50085, -3.82137, 2.39746], [-0.00526, -4.39591, 1.65489], [-0.69431, -3.52405, 5.10001], [-1.83370, -1.07018, 5.25629], [-2.47257, 0.71576, 4.82225], [-3.78863, 2.66817, 4.13984], [-3.87107, 3.28920, 1.71015], [-2.44522, 2.00856, 0.14738], [6.12798, 3.28551, 1.01362], [5.35633, 3.14786, 2.15918], [4.30675, 2.23787, 2.18727], [4.02855, 1.47199, 1.06250], [4.80862, 1.60042, -0.08281], [5.85927, 2.50559, -0.10426], [2.53216, 0.23495, 1.06031], [3.45196, -1.37878, 0.54574], [3.79318, -1.79808, -0.72742], [4.60782, -2.91393, -0.86714], [5.06803, -3.59040, 0.25669], [4.69555, -3.18289, 1.52780], [3.86782, -2.07481, 1.68596], [3.34660, -1.56557, 2.96569], [3.52395, -2.15567, 4.21533], [2.92651, -1.59571, 5.33540], [2.13800, -0.45573, 5.22563], [1.94919, 0.14264, 3.98533], [2.56729, -0.40834, 2.87429], [6.94497, 3.99406, 0.99398], [5.57440, 3.74285, 3.03639], [3.72509, 2.12327, 3.09342], [4.61400, 0.99103, -0.95902], [6.47357, 2.59573, -0.99024], [3.44241, -1.27294, -1.60812], [4.88979, -3.25387, -1.85440], [5.71681, -4.44698, 0.13486], [5.04921, -3.72713, 2.39362], [4.11992, -3.05323, 4.31682], [3.07242, -2.05236, 6.30523], [1.68047, -0.02959, 6.10901], [1.34238, 1.03861, 3.90093], [-3.14832, 4.48996, -3.01912], [-2.58537, 3.16369, -3.56611], [-1.77948, 2.40252, -2.50750], [-0.93350, 3.39759, -1.69082], [-1.84953, 4.33855, -0.86601], [-3.24404, 4.46713, -1.49727], [0.38224, 2.57720, -0.70221], [1.75040, 2.16678, -1.86651], [2.09497, 3.23249, -2.93523], [1.58054, 2.82325, -4.31251], [2.26925, 1.53625, -4.79202], [2.58057, 0.58011, -3.62545], [1.56981, 0.77070, -2.49983], [1.12443, 3.85165, 0.40932], [0.43461, 3.92358, 1.78091], [1.26310, 4.79144, 2.72769], [1.52522, 6.20258, 2.14962], [0.92179, 6.38432, 0.75872], [1.32737, 5.26702, -0.20353], [-4.12560, 4.68907, -3.45638], [-2.50585, 5.32371, -3.31527], [-1.94273, 3.36450, -4.42586], [-3.39282, 2.52466, -3.92528], [-1.16423, 1.64037, -2.98607], [-2.46105, 1.86424, -1.84619], [-0.37819, 4.00366, -2.41246], [-1.39087, 5.32610, -0.81110], [-1.94346, 3.99753, 0.16401], [-3.71767, 5.37815, -1.13053], [-3.88849, 3.63678, -1.18464], [2.60176, 2.09765, -1.17895], [3.18272, 3.33410, -2.98096], [1.72257, 4.21749, -2.65540], [1.75145, 3.62630, -5.02923], [0.49624, 2.67785, -4.26960], [3.19413, 1.78721, -5.31252], [1.63227, 1.03246, -5.52020], [3.58700, 0.77383, -3.23749], [2.57365, -0.45241, -3.97517], [1.67922, -0.00016, -1.72843], [0.56343, 0.64315, -2.90721], [2.11657, 3.42526, 0.60005], [0.32684, 2.91506, 2.20454], [-0.57591, 4.32725, 1.68924], [2.21444, 4.28566, 2.89610], [0.76802, 4.85813, 3.69747], [2.60062, 6.38681, 2.09758], [1.11811, 6.96223, 2.81650], [1.23944, 7.34125, 0.34343], [-0.16885, 6.43299, 0.83145], [2.37914, 5.38810, -0.47291], [0.76413, 5.38306, -1.13042]], "atomic_forces_ev_per_a": [[-0.481, -0.952, -0.180], [0.051, 0.083, 0.031], [0.083, -0.278, -0.057], [0.006, 0.002, -0.060], [0.035, 0.084, -0.104], [-0.155, 0.226, 0.064], [-0.017, 0.028, 0.120], [0.104, 0.269, 0.017], [0.103, -0.237, 0.073], [-0.054, -0.013, -0.111], [-0.031, 0.042, 0.086], [-0.057, -0.022, -0.002], [-0.025, -0.155, 0.037], [0.420, 0.453, -0.052], [0.010, 0.001, 0.004], [-0.015, 0.016, 0.006], [-0.042, -0.001, 0.011], [0.017, -0.009, -0.007], [-0.005, 0.013, 0.035], [-0.033, -0.020, 0.039], [0.003, -0.009, 0.001], [0.014, 0.004, -0.017], [0.027, 0.022, -0.131], [-0.037, -0.011, 0.019], [0.003, -0.018, -0.026], [-0.016, 0.088, 0.020], [-0.183, 0.134, -0.134], [0.028, 0.037, -0.028], [0.005, -0.008, 0.013], [0.070, 0.062, 0.157], [-0.151, 0.030, -0.177], [0.083, 0.032, -0.001], [0.037, -0.062, 0.000], [-0.034, 0.009, -0.120], [-0.124, 0.079, 0.085], [0.085, -0.123, -0.183], [-0.080, 0.017, 0.214], [-0.026, 0.004, -0.108], [-0.048, 0.027, -0.015], [-0.037, 0.014, 0.024], [0.102, -0.013, 0.049], [-0.144, 0.093, 0.007], [0.008, -0.008, 0.004], [0.007, -0.011, -0.002], [-0.026, 0.002, 0.008], [0.020, -0.021, 0.029], [0.000, 0.004, -0.003], [0.046, -0.009, 0.026], [0.001, -0.005, 0.000], [-0.002, -0.009, 0.016], [0.023, -0.014, -0.005], [0.027, 0.009, 0.017], [0.018, -0.003, 0.001], [-0.002, -0.001, -0.001], [0.009, 0.023, -0.006], [-0.001, -0.005, -0.003], [0.010, 0.021, 0.011], [0.042, 0.097, -0.002], [-0.312, -0.307, 0.053], [-0.006, 0.031, -0.123], [0.018, -0.031, 0.008], [0.582, 0.385, 0.465], [0.018, -0.148, -0.023], [-0.049, -0.032, -0.003], [0.024, -0.022, 0.005], [-0.017, -0.002, 0.020], [0.000, 0.051, -0.023], [-0.041, 0.036, 0.001], [-0.009, 0.100, -0.019], [-0.006, -0.008, -0.005], [-0.020, 0.042, -0.069], [-0.004, -0.015, -0.009], [-0.003, -0.008, 0.024], [-0.003, -0.024, -0.002], [0.006, 0.023, -0.011], [0.006, 0.000, 0.005], [-0.014, -0.008, -0.019], [0.000, -0.006, 0.008], [-0.001, 0.044, -0.005], [-0.026, -0.067, 0.047], [0.037, 0.001, 0.014], [0.012, 0.003, -0.020], [0.022, 0.066, 0.001], [-0.021, -0.012, 0.014], [0.024, 0.009, -0.013], [-0.073, 0.051, -0.065], [0.009, -0.010, 0.017], [0.018, -0.012, -0.010], [-0.015, 0.010, 0.000], [0.010, -0.002, -0.002], [0.007, -0.007, -0.002], [-0.003, 0.003, -0.006], [-0.011, -0.003, 0.003], [0.017, -0.024, 0.001], [-0.018, 0.011, -0.045], [0.026, -0.001, 0.011], [0.033, -0.020, 0.027], [0.018, -0.018, -0.016], [0.007, -0.008, 0.013], [0.080, -0.056, 0.056], [-0.016, -0.006, -0.008], [-0.010, -0.018, -0.003], [0.025, 0.011, 0.002], [-0.030, 0.009, -0.010], [0.013, -0.013, 0.011], [-0.002, -0.022, 0.005], [0.023, 0.023, 0.013]], "mulliken_charge": [0.599, -0.793, 0.265, -0.813, -0.355, 0.496, 0.223, -0.771, 1.035, -0.721, -1.127, -0.842, -0.568, -0.199, 0.357, 0.293, 0.362, 0.500, 0.474, 0.366, 0.486, 0.541, 0.912, -0.722, -0.651, -0.386, 0.978, -0.240, -0.904, 1.711, 0.135, -0.269, -0.868, -0.910, -0.807, -0.138, 0.033, -0.458, -1.199, -0.860, -0.035, -0.413, 0.442, 0.460, 0.412, 0.297, 0.494, 0.484, 0.491, 0.428, 0.462, 0.454, 0.431, 0.518, 0.491, -0.939, -0.887, -0.646, 1.060, -0.015, -0.934, -0.451, 1.383, -1.122, -0.368, -1.239, -0.942, -0.326, 1.560, -0.173, -0.511, -0.991, -0.909, -0.735, 0.481, 0.347, 0.173, 0.524, 0.124, 0.424, 1.173, 0.294, -0.716, 0.603, 0.303, -0.423, 0.515, 0.437, 0.649, -0.190, 0.360, 0.397, 0.196, 0.615, -0.009, 0.243, -0.048, -0.739, 0.198, -0.085, 0.585, 0.408, 0.386, 0.571, 0.202, 0.362, 0.241], "charge": 2, "e_lumo_ev": [-6.32, -6.70], "gap_ev": [7.00, 6.63]}


# 2
{"formula": "C45H55BrN3O3SSiTi", "method": "the ωB97M-V functional and the def2-TZVPD basis", "symbols": ["Ti", "C", "Si", "C", "N", "C", "C", "C", "C", "C", "C", "C", "C", "C", "C", "C", "C", "C", "C", "C", "C", "C", "H", "H", "H", "H", "H", "H", "H", "H", "H", "H", "H", "H", "H", "H", "H", "H", "H", "H", "H", "H", "H", "H", "H", "H", "C", "C", "C", "C", "C", "C", "C", "S", "O", "O", "N", "C", "C", "C", "C", "C", "N", "H", "H", "H", "H", "H", "H", "H", "H", "H", "H", "H", "C", "C", "C", "C", "C", "C", "C", "Br", "C", "O", "C", "C", "C", "C", "C", "C", "H", "H", "H", "H", "H", "H", "H", "H", "H", "H", "H", "H", "H", "H", "H", "H", "H", "H", "H", "H"], "coordinates": [[-0.67886, -1.10640, 0.18686], [-1.52540, 0.57509, -0.75123], [-1.81651, 1.92748, 0.56716], [-2.11807, 0.84853, 2.16441], [-2.40002, -0.53516, 1.74032], [-3.78143, -0.58200, 1.17564], [-4.80396, -1.35087, 2.01733], [-4.69048, -0.98613, 3.49217], [-3.27265, -1.27296, 3.99975], [-2.29494, -1.51175, 2.83991], [-0.51187, 3.19714, 1.15027], [0.77094, 2.77777, 1.48640], [1.70160, 3.63064, 2.04649], [1.35793, 4.94576, 2.30482], [0.08965, 5.39314, 1.97071], [-0.82995, 4.53381, 1.39307], [-3.22179, 3.01682, -0.10570], [-4.54683, 2.97259, 0.30844], [-5.52721, 3.70526, -0.33807], [-5.19565, 4.51506, -1.41093], [-3.87338, 4.60248, -1.81966], [-2.90493, 3.85599, -1.17590], [-0.95296, 0.96929, -1.59122], [-2.49995, 0.27750, -1.15293], [-2.92068, 1.23657, 2.80307], [-1.21163, 0.85909, 2.77792], [-3.75728, -1.03775, 0.18322], [-4.13486, 0.44266, 1.06332], [-4.67760, -2.42672, 1.88792], [-5.80080, -1.09504, 1.65379], [-5.42346, -1.54873, 4.07279], [-4.92081, 0.07371, 3.61439], [-3.26757, -2.16794, 4.62023], [-2.92262, -0.45046, 4.62391], [-2.47593, -2.50563, 2.41271], [-1.28295, -1.49329, 3.25063], [1.03878, 1.75755, 1.28887], [2.68738, 3.26418, 2.29083], [2.07442, 5.61299, 2.76124], [-0.18622, 6.42008, 2.15902], [-1.80703, 4.90850, 1.12801], [-4.82839, 2.36514, 1.15599], [-6.55212, 3.64239, -0.00164], [-5.96689, 5.06585, -1.92849], [-3.59588, 5.25179, -2.63805], [-1.87624, 3.92564, -1.49972], [-5.07063, -4.13379, -5.70350], [-4.12696, -3.90650, -4.56959], [-3.71777, -2.62669, -4.20033], [-2.86142, -2.43808, -3.12835], [-2.42039, -3.54021, -2.41820], [-2.81613, -4.82111, -2.76529], [-3.66490, -5.00032, -3.84018], [-1.39529, -3.34462, -0.98172], [-2.09576, -2.38437, -0.08258], [-1.14820, -4.62534, -0.39473], [-0.05161, -2.51550, -1.32984], [0.98255, -3.14973, -0.63611], [1.94163, -3.93098, -1.27636], [2.85351, -4.62109, -0.50013], [2.78095, -4.50997, 0.88233], [1.80166, -3.70162, 1.42976], [0.92092, -3.02596, 0.69499], [-5.15292, -3.26236, -6.34479], [-6.06179, -4.36026, -5.31160], [-4.75556, -4.98679, -6.30013], [-4.07018, -1.77044, -4.75491], [-2.53526, -1.45069, -2.82921], [-2.46399, -5.65292, -2.17754], [-3.97734, -5.99665, -4.11669], [1.93836, -4.01004, -2.35310], [3.59696, -5.24776, -0.97122], [3.46188, -5.05138, 1.51861], [1.70162, -3.59660, 2.50300], [5.64364, 2.55738, 2.98334], [5.90030, 1.62857, 1.78798], [6.81738, 0.46947, 2.20608], [6.63152, 2.45248, 0.72491], [4.59030, 1.03956, 1.28883], [3.70541, 0.46275, 2.19383], [2.51088, -0.02280, 1.72403], [1.18892, -0.67854, 2.93526], [2.09439, -0.00233, 0.38210], [0.83401, -0.36495, 0.15640], [3.04403, 0.46766, -0.55328], [4.23690, 0.99067, -0.05360], [2.89256, 0.33757, -2.06692], [1.43909, 0.37346, -2.54458], [3.51172, -1.01334, -2.45443], [3.65164, 1.44206, -2.82065], [6.59159, 2.94426, 3.34957], [5.14737, 2.05629, 3.80975], [5.03294, 3.40324, 2.67388], [7.77994, 0.85826, 2.52739], [6.98491, -0.20061, 1.36514], [6.39538, -0.10685, 3.02469], [7.50719, 2.90992, 1.17691], [6.00137, 3.25056, 0.34383], [6.97634, 1.83695, -0.10041], [3.91585, 0.41239, 3.24859], [4.93984, 1.38795, -0.76139], [0.87182, -0.49182, -2.18952], [1.42695, 0.36046, -3.63355], [0.97085, 1.29768, -2.20803], [2.93779, -1.83582, -2.03673], [4.53267, -1.08674, -2.08670], [3.52258, -1.11324, -3.53663], [3.39548, 2.42893, -2.44486], [3.38960, 1.40297, -3.87593], [4.72802, 1.30766, -2.75598]], "atomic_forces_ev_per_a": [[-2.101, 1.359, 0.313], [0.197, -0.308, 0.281], [-0.244, 0.601, 0.468], [0.049, 0.639, -0.277], [0.465, -0.242, -0.092], [-0.533, -0.344, -0.601], [0.084, 0.181, 0.189], [-0.042, -0.077, -0.065], [0.061, 0.076, -0.160], [-0.057, -0.363, 0.615], [-0.136, -0.486, -0.426], [-0.128, -0.135, -0.142], [0.122, -0.020, 0.098], [-0.035, 0.028, -0.029], [0.044, 0.124, 0.047], [-0.215, -0.111, -0.108], [0.210, -0.527, 0.223], [0.012, -0.053, 0.118], [-0.151, 0.080, -0.019], [-0.043, -0.042, -0.010], [-0.030, 0.074, -0.072], [0.134, -0.135, 0.082], [0.149, -0.114, 0.082], [-0.145, 0.161, 0.185], [0.004, 0.012, -0.034], [0.016, 0.071, -0.172], [-0.025, 0.215, 0.136], [0.094, -0.053, -0.034], [-0.008, -0.040, -0.055], [0.053, -0.067, -0.123], [-0.003, 0.125, -0.006], [-0.080, 0.037, 0.018], [0.089, -0.038, 0.048], [0.067, -0.032, 0.033], [0.148, 0.177, 0.056], [-0.059, -0.057, -0.216], [0.098, -0.030, 0.096], [0.101, -0.052, 0.022], [0.028, 0.085, 0.013], [-0.030, 0.087, 0.016], [-0.123, 0.071, 0.017], [-0.090, -0.074, 0.127], [-0.073, 0.018, 0.014], [-0.028, 0.103, -0.015], [-0.011, 0.014, -0.061], [0.156, 0.063, -0.127], [-0.116, 0.005, -0.051], [0.095, -0.076, 0.132], [0.140, -0.009, 0.101], [0.035, 0.201, 0.068], [0.271, 0.142, 0.420], [0.108, -0.195, 0.208], [0.100, 0.212, 0.045], [-0.269, -1.810, -1.376], [-1.296, -0.777, -0.036], [-0.337, 0.015, -0.283], [-1.496, 0.525, 0.220], [1.578, -1.008, 0.434], [-0.283, 0.169, 0.081], [-0.062, 0.107, 0.126], [-0.038, 0.001, -0.211], [0.008, 0.063, 0.281], [-0.006, -0.145, -0.447], [-0.002, 0.073, -0.079], [-0.097, -0.007, -0.024], [0.005, -0.023, -0.079], [-0.032, 0.081, -0.072], [-0.055, 0.123, -0.113], [0.020, -0.166, 0.015], [-0.011, -0.081, -0.006], [-0.031, 0.035, -0.051], [0.052, -0.034, 0.019], [0.034, -0.016, 0.099], [0.050, 0.021, -0.010], [0.025, -0.109, -0.151], [0.230, 0.007, 0.068], [-0.069, 0.127, -0.035], [-0.167, -0.145, 0.132], [-0.131, -0.097, -0.095], [-0.170, -0.021, -0.102], [-0.741, -0.336, -0.060], [0.372, 0.195, 0.432], [2.089, 0.440, 0.457], [2.399, 1.291, -0.365], [-0.632, -0.180, -0.006], [0.059, 0.010, 0.251], [-0.001, -0.028, -0.287], [0.123, -0.142, 0.169], [-0.081, 0.121, 0.042], [-0.050, -0.123, 0.144], [0.087, 0.044, 0.068], [-0.039, -0.052, 0.093], [-0.077, 0.113, 0.019], [0.146, 0.040, 0.071], [0.026, -0.092, -0.065], [-0.092, -0.088, 0.116], [0.120, 0.045, 0.038], [-0.102, 0.129, -0.139], [0.026, -0.071, -0.182], [0.029, 0.011, 0.138], [0.078, 0.052, -0.149], [0.102, 0.327, -0.199], [-0.031, -0.004, -0.063], [-0.127, 0.027, -0.020], [0.015, -0.017, 0.027], [0.136, -0.030, 0.003], [0.009, -0.056, -0.187], [-0.022, 0.160, 0.047], [-0.021, -0.034, -0.063], [0.121, 0.058, -0.007]], "mulliken_charge": [-0.872, -1.154, 0.680, -1.109, 1.102, -0.188, -0.952, -0.768, -0.857, -0.704, 0.199, 0.457, -0.424, -0.685, -0.768, -0.742, 0.547, -0.336, -0.782, -0.554, -0.704, -0.312, 0.893, 0.516, 0.576, 0.592, -0.198, -0.078, 0.383, 0.526, 0.460, 0.280, 0.511, 0.289, 0.482, -0.171, -0.091, 0.441, 0.423, 0.419, 0.368, 0.431, 0.439, 0.395, 0.417, 0.410, -1.539, 0.983, -1.116, -0.322, -0.076, -0.417, -0.851, 1.659, -0.522, -0.777, -0.422, 1.080, -1.470, -0.481, -1.185, -0.246, 0.143, 0.365, 0.318, 0.394, 0.393, 0.332, 0.564, 0.422, 0.536, 0.520, 0.480, 0.506, -1.724, 1.854, -1.746, -2.034, -0.326, -0.430, 0.387, -0.038, -0.058, 2.124, -0.670, -0.480, 2.385, -1.717, -1.404, -2.124, 0.499, 0.333, 0.346, 0.476, 0.352, 0.365, 0.458, 0.433, 0.388, 0.515, 0.382, 0.225, 0.659, 0.332, -0.007, 0.334, 0.487, 0.383, 0.495, 0.487], "de_lowest_kcal_mol": 38.7, "charge": 1, "e_lumo_ev": -3.10, "gap_ev": 7.94}


Number 1: E -6395.22609 hartree. Number 2: E -6248.78737 hartree.